Computed, not measured: a cluster of 3 separate species, C3H11N3O2 in total at a distorted geometry, with the ωB97M-V functional and the def2-TZVPD basis.

Cartesian coordinates (Å):
O  -0.628  -0.103  1.218
C  -0.974  -0.517  2.383
N  -0.678  0.345  3.468
C  -1.625  -1.716  2.671
N  0.836  -0.710  -2.567
C  0.185  -0.022  -1.453
N  -0.174  1.338  -1.837
H  -1.318  0.297  4.276
H  -0.361  1.292  3.131
H  -1.831  -1.976  3.657
H  -1.946  -2.412  1.885
H  1.178  -1.658  -2.353
H  -0.694  -0.510  -1.118
H  0.867  0.060  -0.647
H  0.720  1.766  -2.106
H  -0.779  1.349  -2.700
H  3.177  1.865  -2.651
H  1.675  -0.088  -2.780
O  2.371  1.400  -2.477

Values from the calculation:
HOMO level ... -7.6 eV
LUMO level ... -4.901 eV
Relative energy (zero: lowest compared OMol25 entry of this formula, charge and spin) ... 200.9 kcal/mol
Spin multiplicity ... 1

Atomic partial charges in e from the Löwdin method, atoms 1 to 2: O 0.017; C -0.543